# 1
{
  "formula": "C25H31AsMoN2",
  "method": "the ωB97M-V functional and the def2-TZVPD basis",
  "species": ["Mo", "C", "N", "C", "C", "C", "C", "C", "N", "C", "C", "C", "C", "C", "C", "H", "H", "H", "H", "H", "H", "H", "H", "H", "H", "H", "C", "C", "As", "C", "C", "C", "C", "H", "H", "H", "H", "H", "H", "H", "H", "H", "H", "H", "H", "H", "H", "H", "C", "C", "C", "C", "C", "C", "C", "H", "H", "H", "H", "H"],
  "coordinates": [[-0.75242, -0.88168, 0.32673], [-0.39908, -0.77180, 3.67724], [-1.13597, -1.27724, 2.51248], [-0.96651, -2.54641, 2.24077], [-1.53545, -3.17974, 1.10770], [-1.44337, -4.53047, 0.71738], [-2.12885, -4.63246, -0.48361], [-2.57466, -3.34525, -0.80053], [-2.23460, -2.45828, 0.14530], [1.07981, -0.57333, 3.42083], [1.50709, 0.23297, 2.36818], [2.84864, 0.36841, 2.06134], [3.79811, -0.28582, 2.84089], [3.39084, -1.06878, 3.90873], [2.03613, -1.21690, 4.19261], [-0.52904, -1.46292, 4.51633], [-0.86326, 0.17423, 3.96402], [-0.33779, -3.17223, 2.88221], [-0.95374, -5.31842, 1.26825], [-2.28454, -5.52261, -1.07085], [-3.11114, -3.02279, -1.68096], [0.76812, 0.74738, 1.75898], [3.15454, 0.96829, 1.21400], [4.85008, -0.18680, 2.60608], [4.12537, -1.58039, 4.51744], [1.72378, -1.84785, 5.01712], [-0.69247, 3.42395, 0.59432], [-0.73179, 2.85808, -0.81762], [-1.71470, 1.17170, -0.89626], [-3.52266, 1.71713, -0.37223], [-4.14120, 2.83256, -1.19936], [-1.90388, 0.78570, -2.80943], [-1.60823, 1.93166, -3.76773], [-0.08926, 4.33205, 0.62950], [-0.25783, 2.71203, 1.29855], [-1.69028, 3.67843, 0.95713], [0.27717, 2.64553, -1.17498], [-1.18503, 3.56720, -1.51292], [-3.47004, 1.99200, 0.68355], [-4.12202, 0.80507, -0.41822], [-3.54975, 3.74889, -1.15078], [-5.14197, 3.07725, -0.83841], [-4.23816, 2.55626, -2.25051], [-2.92229, 0.41094, -2.93983], [-1.22949, -0.05152, -2.98857], [-2.26014, 2.79158, -3.60746], [-1.74077, 1.60858, -4.80157], [-0.57772, 2.27704, -3.66951], [0.64608, -0.80442, -0.75096], [1.95028, -0.59914, -1.33770], [2.17457, 0.43411, -2.25616], [3.44321, 0.66243, -2.76613], [4.50880, -0.13840, -2.37871], [4.29327, -1.17432, -1.47942], [3.02983, -1.40802, -0.96085], [1.34698, 1.05843, -2.57145], [3.59729, 1.46837, -3.47310], [5.49966, 0.03750, -2.77696], [5.11698, -1.80760, -1.17327], [2.87348, -2.21013, -0.25160]],
  "forces_ev_per_angstrom": [[-0.5878, 0.5077, -0.4443], [-0.1749, 0.0907, 0.1080], [0.4919, 0.0516, -0.2279], [-0.0015, -0.0691, 0.3229], [0.1300, -0.5632, -0.2246], [0.0163, 0.0557, 0.2101], [-0.0664, 0.0262, -0.0629], [-0.1068, -0.0629, -0.1694], [0.0212, 0.1366, 0.1596], [-0.0081, -0.0064, -0.0862], [-0.1142, 0.0823, -0.0156], [0.1157, -0.0855, 0.1455], [-0.0305, 0.0458, -0.0818], [-0.0352, -0.0203, 0.0234], [0.0503, -0.0491, -0.0127], [0.0137, 0.0362, 0.0090], [0.0381, -0.0082, -0.0039], [-0.0535, 0.0010, -0.0022], [0.0076, -0.0005, -0.0004], [-0.0046, -0.0090, -0.0127], [0.0048, -0.0250, -0.0023], [0.0334, 0.0243, 0.0288], [-0.0052, 0.0168, 0.0010], [0.0062, -0.0079, 0.0135], [0.0010, -0.0010, 0.0012], [0.0023, -0.0026, 0.0054], [-0.0096, 0.0179, 0.0855], [-0.0231, 0.0240, -0.1189], [0.2407, -0.2645, 0.1863], [0.0418, -0.0607, 0.0343], [-0.0481, 0.1007, -0.0586], [-0.0124, 0.0252, -0.0390], [0.0072, 0.0727, -0.0315], [-0.0025, 0.0000, -0.0019], [-0.0054, -0.0032, -0.0174], [-0.0007, -0.0022, -0.0177], [-0.0139, -0.0292, 0.0066], [0.0133, -0.0147, 0.0185], [0.0202, -0.0123, -0.0159], [0.0051, 0.0089, -0.0161], [0.0164, -0.0114, 0.0027], [0.0086, -0.0206, 0.0162], [0.0278, -0.0331, 0.0086], [0.0077, 0.0082, 0.0002], [-0.0141, 0.0008, 0.0150], [-0.0068, -0.0147, 0.0224], [-0.0086, -0.0241, 0.0075], [-0.0057, 0.0037, 0.0123], [0.0466, 0.1402, 0.2710], [-0.1864, -0.0930, 0.0242], [0.1208, -0.0394, -0.0209], [-0.0530, 0.0072, 0.0104], [0.0736, 0.0060, -0.0245], [-0.0527, -0.0516, 0.0455], [0.1329, 0.0840, -0.0866], [-0.0294, -0.0182, 0.0126], [0.0166, -0.0013, -0.0024], [-0.0083, 0.0145, -0.0088], [0.0140, 0.0110, -0.0154], [-0.0565, 0.0050, 0.0144]],
  "lumo_energy_ha": [0.023, 0.004],
  "total_charge": 0,
  "multiplicity": 3,
  "homo_energy_ev": [-6.163, -7.000],
  "s2": 2.061,
  "homo_lumo_gap_ha": [0.2498, 0.2616]
}

***

# 2
{
  "formula": "C25H31BN10O2RuS",
  "method": "the ωB97M-V functional and the def2-TZVPD basis",
  "species": ["Ru", "C", "C", "C", "C", "C", "N", "N", "B", "N", "N", "C", "C", "C", "C", "C", "N", "N", "C", "C", "C", "C", "C", "H", "H", "H", "H", "H", "H", "H", "H", "H", "H", "H", "H", "H", "H", "H", "H", "H", "H", "H", "H", "H", "H", "N", "C", "C", "C", "C", "C", "C", "S", "O", "O", "N", "C", "N", "C", "C", "C", "N", "H", "H", "H", "H", "H", "H", "H", "H", "H"],
  "coordinates": [[0.08337, 0.44655, 0.12278], [-0.87478, -1.59453, -2.67038], [-1.87411, -0.69518, -2.03699], [-3.18625, -0.45999, -2.44450], [-3.68510, 0.50600, -1.59235], [-5.03251, 1.14260, -1.57967], [-2.71844, 0.81728, -0.71356], [-1.60865, 0.06842, -0.97029], [-2.63317, 1.97105, 0.29566], [-1.52317, 2.93228, -0.18405], [-0.27599, 2.42536, -0.33727], [0.50592, 3.38613, -0.83275], [1.94659, 3.16211, -1.15313], [-0.25942, 4.54221, -0.99321], [-1.53918, 4.21723, -0.57326], [-2.76736, 5.06048, -0.53173], [-2.18590, 1.38153, 1.64640], [-1.01369, 0.69464, 1.73612], [-0.88907, 0.23337, 3.00139], [0.19805, -0.66603, 3.47098], [-1.99710, 0.65428, 3.71917], [-2.79264, 1.37337, 2.83765], [-4.10010, 2.03949, 3.09121], [-0.88106, -1.44370, -3.74995], [-1.11509, -2.63583, -2.46069], [0.12505, -1.39779, -2.29098], [-3.70486, -0.93347, -3.26016], [-5.66208, 0.67139, -2.33041], [-4.97155, 2.20799, -1.80418], [-5.51234, 1.03354, -0.60740], [-3.67828, 2.52909, 0.40642], [2.18066, 2.09843, -1.21768], [2.59320, 3.60813, -0.39596], [2.19775, 3.61736, -2.10933], [0.07284, 5.49178, -1.37644], [-2.52761, 6.06847, -0.86129], [-3.17617, 5.11517, 0.47703], [-3.54345, 4.66204, -1.18546], [1.11738, -0.54784, 2.91093], [-0.10441, -1.70811, 3.35720], [0.40093, -0.48471, 4.52477], [-2.20731, 0.44680, 4.75415], [-4.41737, 1.83506, 4.11083], [-4.86693, 1.67462, 2.40899], [-4.02394, 3.11948, 2.96348], [4.79785, -5.89550, -2.94916], [3.93441, -5.16414, -2.18219], [2.72982, -4.68936, -2.72364], [1.83915, -3.99205, -1.93932], [2.13829, -3.74038, -0.60273], [3.32163, -4.21725, -0.04802], [4.21238, -4.91917, -0.83096], [1.01879, -2.85234, 0.39134], [1.34255, -3.05869, 1.77162], [-0.32512, -3.04275, -0.06173], [1.31848, -1.21978, 0.04941], [2.35668, -0.62316, 0.74695], [3.51353, -1.14305, 1.09622], [4.30281, -0.36487, 1.82464], [3.96888, 0.93224, 2.21573], [2.75539, 1.42069, 1.77255], [1.97798, 0.64701, 1.02762], [4.67839, -5.91504, -3.94539], [5.72270, -6.08260, -2.60731], [2.49363, -4.89603, -3.76006], [0.89857, -3.65918, -2.35380], [3.53140, -4.03251, 0.99501], [5.12972, -5.29946, -0.39905], [5.25328, -0.80105, 2.11124], [4.62714, 1.52737, 2.82906], [2.38899, 2.41451, 1.99986]],
  "forces_ev_per_angstrom": [[0.6216, 0.0355, 0.0681], [-0.0097, -0.0207, 0.0045], [0.0257, -0.0065, 0.1133], [-0.0125, 0.0286, -0.0244], [-0.0337, -0.0400, -0.0117], [0.0144, 0.0160, 0.0189], [-0.0161, -0.0169, -0.0029], [-0.0211, 0.0426, -0.1659], [-0.0268, 0.0157, -0.0671], [-0.0003, -0.0502, -0.0024], [-0.2536, 0.0988, 0.0468], [-0.0024, -0.0274, 0.0119], [-0.0091, -0.0389, 0.0090], [-0.0360, 0.0250, -0.0066], [0.0904, 0.0100, -0.0197], [0.0035, -0.0134, 0.0054], [-0.0201, 0.0171, 0.1082], [0.2280, -0.2054, -0.0755], [-0.0130, -0.0603, -0.0600], [-0.0402, -0.0404, 0.0149], [0.0373, 0.0127, 0.0515], [-0.0016, 0.0011, -0.0417], [0.0041, 0.0009, -0.0026], [0.0069, -0.0036, 0.0082], [-0.0106, 0.0078, 0.0111], [0.0456, -0.0214, -0.0172], [0.0047, 0.0053, -0.0113], [-0.0099, 0.0031, 0.0035], [0.0026, -0.0008, -0.0022], [-0.0093, -0.0061, -0.0022], [0.0154, 0.0326, -0.0089], [0.0201, 0.0430, -0.0156], [0.0091, -0.0071, -0.0071], [-0.0141, 0.0152, -0.0058], [0.0019, -0.0017, -0.0021], [-0.0069, 0.0036, 0.0027], [0.0009, 0.0027, 0.0015], [0.0029, -0.0058, -0.0017], [0.0173, 0.0314, 0.0419], [0.0076, 0.0306, -0.0036], [-0.0200, 0.0196, 0.0082], [0.0048, -0.0014, 0.0025], [-0.0050, 0.0075, -0.0006], [-0.0022, -0.0022, 0.0009], [0.0039, -0.0019, -0.0086], [-0.0147, 0.0063, 0.0176], [0.0020, -0.0157, -0.0348], [-0.0090, -0.0124, -0.0061], [0.0093, 0.0164, 0.0305], [-0.0397, -0.1215, 0.0080], [0.0259, 0.0408, -0.0218], [-0.0142, -0.0035, 0.0371], [0.0050, 0.3477, -0.2804], [0.0793, -0.0876, 0.0836], [-0.0702, -0.0784, -0.1344], [-0.1146, -0.1976, 0.6122], [-0.2221, 0.3529, -0.1773], [-0.0710, -0.3365, -0.1394], [0.0952, 0.2335, 0.1335], [0.0071, -0.0762, -0.0324], [0.1761, -0.0319, -0.0748], [-0.4908, -0.0231, -0.0505], [0.0020, 0.0039, -0.0034], [0.0053, 0.0016, -0.0022], [-0.0071, 0.0016, 0.0025], [0.0012, 0.0056, -0.0088], [0.0104, 0.0092, 0.0187], [-0.0055, 0.0017, 0.0099], [0.0002, 0.0456, 0.0325], [0.0165, -0.0089, -0.0079], [0.0291, -0.0080, 0.0222]],
  "lumo_energy_ha": [-0.133, -0.166],
  "total_charge": 1,
  "multiplicity": 2,
  "homo_energy_ev": [-10.322, -10.320],
  "s2": 0.756,
  "homo_lumo_gap_ha": [0.2464, 0.2129]
}

***

# 3
{
  "formula": "C25H31BrClN5O5Os",
  "method": "the ωB97M-V functional and the def2-TZVPD basis",
  "species": ["Os", "C", "C", "C", "C", "C", "C", "C", "Br", "C", "O", "C", "C", "C", "C", "C", "C", "H", "H", "H", "H", "H", "H", "H", "H", "H", "H", "H", "H", "H", "H", "H", "H", "H", "H", "H", "H", "O", "Cl", "O", "O", "O", "C", "C", "N", "C", "C", "N", "C", "N", "N", "N", "C", "C", "C", "C", "C", "C", "H", "H", "H", "H", "H", "H", "H", "H", "H", "H", "H"],
  "coordinates": [[-0.25907, -0.18542, 0.28525], [2.16185, -6.19874, -4.17108], [2.12219, -4.68072, -4.33584], [1.19867, -4.32710, -5.51680], [3.54871, -4.17190, -4.62559], [1.61777, -3.97205, -3.09449], [1.51713, -2.55309, -3.12592], [1.10936, -1.94982, -1.99040], [0.94325, -0.06492, -1.80258], [0.78794, -2.64365, -0.78979], [0.50089, -1.90368, 0.25424], [0.81402, -4.06398, -0.75824], [1.25331, -4.65965, -1.93698], [0.38287, -4.93365, 0.41183], [-0.69365, -5.91359, -0.09909], [-0.20305, -4.17731, 1.60727], [1.61275, -5.73067, 0.88931], [2.55200, -6.64111, -5.08664], [1.16836, -6.61957, -4.00549], [2.82002, -6.50760, -3.35700], [1.56464, -4.83468, -6.40908], [1.18269, -3.25866, -5.73384], [0.17589, -4.65927, -5.33422], [3.91930, -4.66732, -5.52278], [4.22776, -4.40486, -3.80418], [3.57952, -3.09700, -4.80759], [1.76359, -1.99984, -4.02084], [1.30302, -5.73711, -1.96190], [-1.55686, -5.38173, -0.50257], [-1.03318, -6.52461, 0.73666], [-0.31590, -6.58809, -0.86621], [-1.06810, -3.57128, 1.33125], [0.53464, -3.54830, 2.10393], [-0.54476, -4.91550, 2.33202], [2.03368, -6.34831, 0.09645], [1.30997, -6.39044, 1.70239], [2.39491, -5.06755, 1.26248], [-2.52849, -0.41373, 1.56592], [-2.75445, 0.14753, 0.25659], [-2.08107, -0.80729, -0.70005], [-4.05039, 0.47857, -0.09122], [-1.77119, 1.30026, 0.15989], [1.61708, 2.77949, -0.10318], [1.70171, 1.98365, 1.14794], [1.09548, 0.81264, 1.40226], [1.42280, 0.43773, 2.70053], [2.24637, 1.37584, 3.20931], [2.40378, 2.33662, 2.23022], [3.24768, 3.54297, 2.33352], [4.31590, 3.50964, 1.39964], [4.31329, 4.40605, 0.36238], [5.36003, 4.24378, -0.33153], [6.11531, 3.22696, 0.22803], [7.34790, 2.69929, -0.16592], [7.85981, 1.67912, 0.60067], [7.17024, 1.18767, 1.72958], [5.95560, 1.70035, 2.12960], [5.45074, 2.74430, 1.35013], [0.65124, 2.63701, -0.58659], [2.42226, 2.50613, -0.78962], [1.73359, 3.84260, 0.09782], [1.04954, -0.46720, 3.14822], [2.71540, 1.46055, 4.17417], [3.59524, 3.60713, 3.36370], [2.64584, 4.42023, 2.10385], [7.87341, 3.09622, -1.02306], [8.81598, 1.24443, 0.34486], [7.61827, 0.38772, 2.30388], [5.44184, 1.31408, 3.00003]],
  "forces_ev_per_angstrom": [[0.6077, -0.2341, -0.3144], [-0.0048, -0.0098, -0.0050], [-0.0027, 0.0646, 0.0088], [0.0041, -0.0307, 0.0002], [-0.0139, -0.0214, -0.0063], [0.0225, -0.0419, -0.0549], [-0.0310, -0.0134, 0.0280], [-0.0140, -0.2990, 0.2104], [0.0939, 0.3923, -0.4046], [0.4422, 0.4398, -0.1829], [-0.9928, -0.4845, 0.4464], [0.0606, 0.1339, -0.0474], [-0.0353, -0.0091, 0.0217], [0.0185, -0.0824, 0.0117], [-0.0057, 0.0162, -0.0045], [-0.0138, -0.0365, 0.0154], [-0.0092, 0.0177, 0.0121], [-0.0058, -0.0044, -0.0017], [-0.0014, 0.0039, 0.0022], [0.0095, 0.0042, -0.0046], [-0.0100, 0.0045, -0.0084], [0.0080, 0.0033, -0.0003], [0.0007, -0.0022, 0.0033], [0.0136, 0.0069, -0.0005], [-0.0035, -0.0032, 0.0016], [-0.0035, 0.0006, -0.0079], [0.0097, 0.0185, 0.0119], [0.0043, 0.0091, 0.0117], [-0.0023, 0.0043, 0.0128], [0.0010, -0.0108, -0.0051], [0.0059, 0.0074, 0.0026], [0.0006, -0.0135, 0.0004], [0.0070, 0.0053, -0.0064], [0.0070, 0.0070, 0.0116], [-0.0053, -0.0033, -0.0006], [0.0066, -0.0034, 0.0015], [-0.0009, 0.0013, -0.0011], [-0.0246, 0.1173, -0.0209], [0.2744, -0.1567, 0.0864], [-0.0180, 0.1398, 0.0890], [-0.0275, 0.0169, 0.0401], [-0.1928, -0.0251, 0.0760], [-0.0235, -0.0443, -0.0215], [0.0852, 0.0258, 0.0201], [-0.2032, 0.0729, -0.0614], [-0.0128, -0.0061, 0.0473], [-0.0504, 0.0136, 0.0111], [-0.0450, 0.0124, -0.0705], [-0.0188, -0.0118, -0.0439], [0.0554, 0.0996, 0.0835], [-0.0325, -0.0445, -0.0612], [-0.0276, -0.0060, 0.0391], [0.0892, 0.0202, -0.0850], [-0.0037, 0.0148, 0.0389], [-0.0153, -0.0118, 0.0289], [0.0281, -0.0047, -0.0217], [-0.0019, 0.0310, -0.0323], [-0.0674, -0.0602, 0.0408], [-0.0073, 0.0096, 0.0101], [0.0044, 0.0137, 0.0063], [-0.0002, 0.0003, 0.0016], [0.0057, -0.0066, -0.0058], [0.0194, -0.0167, -0.0073], [0.0147, -0.0729, -0.0055], [0.0256, 0.0310, 0.0480], [-0.0135, -0.0122, -0.0149], [0.0008, -0.0022, 0.0039], [-0.0007, -0.0005, -0.0007], [0.0160, 0.0259, 0.0239]],
  "lumo_energy_ha": [-0.352, -0.352],
  "total_charge": 2,
  "homo_energy_ev": [-13.625, -13.625],
  "homo_lumo_gap_ha": [0.1488, 0.1488]
}

***

Q: Which ΔE to the lowest compared entry with this formula, charge and spin values were calculated for the entries above? A: 7.0; 1.1; 4.7, in kcal/mol.
Q: Which total energy values were calculated for the entries above? A: -3384.59011; -2187.17389; -4745.16014, in hartree.